ORCA calculation (ωB97M-V/def2-TZVPD) on C10H32N2O5 as an isolated structure at a distorted geometry.

Values from the calculation:
**Gap between HOMO and LUMO**: 9.789 eV
**Relative energy (zero: lowest compared OMol25 entry of this formula, charge and spin)**: 459.53 kJ/mol
**Lowest unoccupied orbital energy**: 0.53 eV

Last column: Mulliken charge in e.
Element x y z (Å)
1 C 2.82 -4.05 -0.83  -1.104
2 C 1.91 -3.85 0.44  0.233
3 O 0.59 -4.31 0.24  -0.494
4 H 3.11 -5.09 -1.00  0.393
5 H 3.78 -3.62 -0.55  0.317
6 H 2.48 -3.43 -1.66  0.254
7 H 1.75 -2.77 0.50  -0.158
8 H 2.37 -4.39 1.27  0.332
9 H 0.57 -5.16 -0.21  0.287
10 O -0.04 -1.53 -0.93  -0.714
11 H 0.15 -0.60 -1.08  0.360
12 H 0.09 -1.65 0.01  0.063
13 O 0.67 -1.92 -3.00  -0.801
14 H 0.37 -1.73 -2.11  0.568
15 H -0.13 -1.98 -3.52  0.244
16 C -0.86 3.54 1.50  -1.184
17 C 0.55 3.33 2.01  0.171
18 C 0.76 1.93 2.59  -0.734
19 O 0.40 0.96 1.60  -0.416
20 C 0.28 -0.34 2.10  -0.868
21 N 1.37 3.67 0.89  -0.796
22 H -1.02 4.59 1.23  0.361
23 H -1.55 3.50 2.35  0.406
24 H -1.18 2.79 0.79  -0.004
25 H 0.80 4.11 2.72  0.520
26 H 0.06 1.77 3.41  0.467
27 H 1.76 1.71 2.96  0.295
28 H -0.55 -0.82 1.58  0.396
29 H 0.17 -0.39 3.18  0.559
30 H 1.17 -0.89 1.79  0.188
31 H 1.19 3.00 0.15  0.297
32 H 2.31 3.37 1.13  0.298
33 C -0.48 1.14 -2.56  -1.200
34 C -0.65 1.14 -1.06  0.755
35 C -1.73 0.12 -0.67  -1.170
36 O -3.00 0.84 -0.80  -0.366
37 C -4.12 0.00 -0.82  -0.760
38 N 0.65 0.80 -0.50  -0.506
39 H 0.36 1.80 -2.80  0.451
40 H -1.41 1.49 -3.00  0.350
41 H -0.30 0.12 -2.90  0.109
42 H -1.05 2.08 -0.70  -0.048
43 H -1.63 -0.25 0.35  0.553
44 H -1.65 -0.80 -1.25  0.881
45 H -4.04 -0.73 -0.02  0.295
46 H -4.16 -0.51 -1.78  0.276
47 H -5.07 0.50 -0.66  0.272
48 H 0.72 1.11 0.46  -0.007
49 H 1.41 1.39 -0.82  0.379

---

ORCA calculation (ωB97M-V/def2-TZVPD) on a 6-piece molecular cluster, C32H67BBrN2O7 overall at a distorted geometry.

Values from the calculation:
**Gap between HOMO and LUMO**: 6.585 eV
**Charge**: -1
**Lowest unoccupied orbital energy**: 2.29 eV

Last column: Mulliken charge in e.
Element x y z (Å)
1 C 5.17 0.86 2.84  -0.984
2 C 4.97 2.23 2.20  -0.687
3 C 3.70 2.32 1.33  0.845
4 C 3.97 2.45 -0.17  -1.268
5 C 4.75 1.28 -0.79  -0.146
6 C 3.85 0.15 -1.32  -0.372
7 C 3.50 -0.93 -0.27  -0.470
8 C 2.08 -1.53 -0.39  -0.607
9 B 1.32 -1.52 1.05  0.414
10 C 1.93 -2.65 2.07  -0.683
11 N 2.05 -3.97 1.39  -0.638
12 O -0.17 -1.76 0.94  -0.304
13 C -0.78 -0.77 1.70  -2.015
14 N -2.20 -0.67 1.39  1.002
15 C -2.87 0.42 2.12  -0.600
16 C -3.82 1.22 1.24  0.954
17 C -4.89 1.90 2.09  -1.584
18 C 0.11 0.46 1.48  0.121
19 C 0.04 1.20 0.12  1.309
20 Br -0.53 3.08 0.49  -0.228
21 C -0.88 0.65 -0.97  1.069
22 C -0.30 0.86 -2.38  -1.466
23 O 1.39 -0.13 1.65  -0.451
24 H 4.24 0.52 3.29  0.175
25 H 5.49 0.13 2.10  0.184
26 H 5.96 0.89 3.60  0.466
27 H 4.88 2.96 3.01  0.407
28 H 5.86 2.50 1.62  0.184
29 H 3.08 1.44 1.52  -0.755
30 H 3.12 3.18 1.67  0.512
31 H 4.50 3.38 -0.35  0.363
32 H 3.01 2.51 -0.67  0.391
33 H 5.30 1.69 -1.64  0.088
34 H 5.49 0.90 -0.09  0.272
35 H 4.36 -0.33 -2.16  0.436
36 H 2.94 0.60 -1.71  -0.049
37 H 4.21 -1.75 -0.44  0.346
38 H 3.70 -0.57 0.73  -0.139
39 H 2.15 -2.53 -0.81  0.544
40 H 1.53 -0.95 -1.14  0.071
41 H 1.20 -2.75 2.89  0.115
42 H 2.89 -2.39 2.52  0.228
43 H 2.41 -4.67 2.02  0.242
44 H 1.13 -4.25 1.08  0.065
45 H -0.61 -1.03 2.76  0.134
46 H -2.61 -1.54 1.70  0.226
47 H -2.16 1.07 2.62  0.213
48 H -3.50 -0.03 2.90  0.154
49 H -4.30 0.52 0.55  -0.532
50 H -3.28 1.95 0.64  -0.106
51 H -5.68 1.18 2.30  0.325
52 H -4.45 2.22 3.03  0.383
53 H -5.34 2.76 1.58  0.427
54 H 0.04 1.20 2.28  0.926
55 H 1.04 1.32 -0.26  -0.837
56 H -1.07 -0.40 -0.82  -0.574
57 H -1.80 1.22 -0.96  0.075
58 H -0.39 1.89 -2.71  0.242
59 H 0.73 0.51 -2.43  0.233
60 H -0.87 0.24 -3.07  0.355
61 C -7.42 -0.31 -2.41  -1.237
62 C -6.49 -0.64 -1.25  0.841
63 O -6.76 -0.27 -0.13  -0.559
64 C -5.24 -1.40 -1.61  -0.781
65 H -8.27 0.24 -2.04  0.346
66 H -6.89 0.28 -3.15  0.286
67 H -7.76 -1.24 -2.88  0.332
68 H -4.65 -0.83 -2.33  0.291
69 H -5.50 -2.37 -2.05  0.507
70 H -4.65 -1.57 -0.72  -0.028
71 C -2.88 3.68 -4.05  -0.931
72 C -2.86 2.46 -4.93  0.870
73 O -2.43 1.40 -4.54  -0.467
74 C -3.41 2.62 -6.34  -1.234
75 H -2.46 3.43 -3.07  0.109
76 H -2.29 4.48 -4.50  0.318
77 H -3.90 4.04 -3.92  0.364
78 H -2.84 3.38 -6.88  0.341
79 H -4.46 2.94 -6.29  0.334
80 H -3.34 1.67 -6.86  0.307
81 C -1.80 -3.57 -1.17  -0.063
82 C -2.80 -4.51 -1.76  0.604
83 O -3.98 -4.26 -1.77  -0.534
84 C -2.27 -5.79 -2.37  -1.259
85 H -2.29 -2.69 -0.77  -0.342
86 H -1.25 -4.07 -0.36  0.130
87 H -1.07 -3.25 -1.92  0.401
88 H -1.74 -6.37 -1.61  0.324
89 H -1.57 -5.55 -3.17  0.324
90 H -3.09 -6.38 -2.77  0.351
91 C 9.34 3.93 -1.41  -1.204
92 C 8.16 3.07 -1.84  0.918
93 O 7.08 3.55 -2.06  -0.518
94 C 8.42 1.59 -1.98  -1.056
95 H 9.02 4.97 -1.35  0.317
96 H 9.70 3.60 -0.44  0.319
97 H 10.15 3.84 -2.14  0.339
98 H 8.75 1.18 -1.03  0.305
99 H 9.20 1.42 -2.73  0.402
100 H 7.51 1.09 -2.29  0.211
101 C -3.32 -2.09 7.23  -1.284
102 C -3.25 -1.84 5.74  0.891
103 O -2.47 -1.06 5.26  -0.466
104 C -4.21 -2.64 4.88  -0.870
105 H -2.59 -1.46 7.74  0.309
106 H -4.32 -1.85 7.61  0.338
107 H -3.11 -3.13 7.45  0.339
108 H -5.24 -2.42 5.16  0.322
109 H -4.03 -3.70 5.01  0.363
110 H -4.06 -2.37 3.84  0.078

---

ORCA calculation (ωB97M-V/def2-TZVPD) on an isolated ion of composition CHCl2O3S and charge -1 at a distorted geometry.

Values from the calculation:
**Gap between HOMO and LUMO**: 8.190 eV
**Relative energy (zero: lowest compared OMol25 entry of this formula, charge and spin)**: 87.18 kJ/mol
**Charge**: -1
**Lowest unoccupied orbital energy**: 3.36 eV

Last column: Mulliken charge in e.
Element x y z (Å)
1 C 0.60 -0.47 -0.59  0.194
2 O -1.69 0.51 0.20  -0.663
3 O -2.71 -1.53 -0.38  -0.559
4 O -0.56 -0.87 -1.59  -0.422
5 S -2.14 -0.31 -0.93  0.569
6 Cl 1.24 -1.69 0.37  -0.171
7 Cl 1.97 0.30 -1.55  -0.237
8 H -0.02 0.16 0.16  0.289

---

Among the records above, which one has the highest gap between HOMO and LUMO? C10H32N2O5